Entry 1:
Formula: C33H37B2Cl3N7O5S2Y
Source: OMol25
Level of theory: the ωB97M-V functional and the def2-TZVPD basis

As for the total charge: 0. For the orbital gap, the calculation gives 7.96 eV. The highest occupied orbital energy is -7.96 eV.

Last column: Mulliken charge in e.
Atoms and positions in Å:
Y: -0.51501 -0.12723 0.34956  0.01
C: 3.74735 0.31172 -0.11100  -0.82
N: 3.27508 -0.51934 -1.20840  0.20
C: 3.69368 -0.42956 -2.52762  -0.54
C: 3.02790 -1.38719 -3.19789  -0.50
N: 2.21576 -2.06355 -2.30723  0.21
B: 1.34207 -3.30113 -2.73520  0.59
N: -0.14083 -3.21702 -2.20163  0.29
C: -0.85245 -4.35667 -1.87290  -0.88
C: -2.14851 -4.01925 -1.73172  -0.31
N: -2.22457 -2.66004 -1.95096  0.36
C: -3.44869 -1.87296 -1.94263  -0.66
C: -0.99038 -2.17803 -2.22736  -0.29
S: -0.64316 -0.50381 -2.53654  -0.40
C: 2.37114 -1.52945 -1.09145  -0.15
S: 1.59976 -1.99748 0.37916  -0.51
H: 4.55102 0.94295 -0.48054  0.32
H: 4.11706 -0.31319 0.69650  0.32
H: 2.95686 0.93993 0.28485  0.26
H: 4.40420 0.31064 -2.86004  0.43
H: 3.04626 -1.64589 -4.24523  0.48
H: 1.82481 -4.31786 -2.27988  -0.20
H: 1.31299 -3.28318 -3.94983  -0.19
H: -0.36374 -5.31386 -1.77691  0.48
H: -3.01185 -4.60679 -1.46288  0.50
H: -4.24845 -2.49627 -1.55432  0.29
H: -3.69205 -1.53915 -2.94823  0.29
H: -3.34541 -0.99794 -1.31449  0.20
Cl: -3.27655 -2.59809 4.33105  -0.10
C: -3.26837 -2.69632 2.57426  0.61
Cl: -2.94584 -4.36675 2.09263  -0.12
Cl: -4.85711 -2.18109 1.93280  -0.15
C: -2.22492 -1.71016 1.94020  0.03
O: -1.85118 -0.70989 2.57633  -0.52
O: -1.86411 -1.97658 0.75436  -0.11
C: -1.68234 -1.77623 8.90834  -1.37
C: -1.26009 -0.40694 8.43160  0.77
C: -0.28586 0.33025 9.09677  -0.76
C: 0.09862 1.58512 8.64373  -0.23
C: -0.49902 2.13838 7.51899  -0.09
N: -0.09115 3.44043 7.12239  -0.01
C: -0.29568 4.10819 5.93852  0.23
O: -0.43864 5.31553 5.90874  -0.68
N: -0.36824 3.37644 4.75393  -0.07
C: 0.34371 2.24641 4.31362  0.57
C: 1.20804 1.46915 5.07531  -0.27
C: 1.85377 0.40072 4.47000  -1.27
C: 1.65224 0.13100 3.13058  -0.18
N: 0.84243 0.88972 2.38236  0.25
C: 0.20255 1.90617 2.97215  -0.28
C: -1.47890 1.42216 6.84705  -0.20
C: -1.84358 0.16678 7.30432  -0.69
H: -1.30058 -1.98221 9.90871  0.36
H: -1.31297 -2.55883 8.23919  0.28
H: -2.77199 -1.86066 8.93552  0.36
H: 0.18865 -0.08306 9.98226  0.32
H: 0.86741 2.14313 9.17106  0.40
H: 0.07021 4.08612 7.87362  0.28
H: -0.72896 3.95780 4.01837  0.15
H: 1.39448 1.69346 6.11687  0.51
H: 2.53027 -0.21919 5.04303  0.45
H: 2.14534 -0.69230 2.62973  0.33
H: -0.42370 2.51985 2.32903  0.30
H: -1.96735 1.83916 5.97374  0.53
H: -2.61848 -0.37197 6.77051  0.31
C: -6.81725 5.00534 -2.47487  -1.59
C: -6.48613 5.37601 -1.02031  2.27
C: -7.53130 4.74397 -0.08590  -1.60
C: -6.57981 6.89506 -0.87861  -2.15
C: -5.08974 4.84958 -0.66065  0.40
C: -4.05271 5.69933 -0.27387  -0.32
C: -2.77933 5.22667 0.06415  -1.84
C: -2.58009 3.87188 0.00055  1.13
O: -1.44767 3.13530 0.28445  -0.59
B: -1.77198 1.76775 0.05705  0.78
O: -3.12587 1.72316 -0.36007  -0.06
C: -3.59275 3.01725 -0.38510  0.03
C: -4.84583 3.46884 -0.71769  -1.07
H: -7.80563 5.39212 -2.74953  0.44
H: -6.82660 3.92127 -2.62160  0.31
H: -6.07755 5.43273 -3.15864  0.36
H: -8.53071 5.13017 -0.31970  0.45
H: -7.30591 4.98108 0.95822  0.37
H: -7.55878 3.65550 -0.18698  0.31
H: -7.59113 7.21818 -1.14150  0.43
H: -5.88137 7.40779 -1.54683  0.43
H: -6.38141 7.21652 0.14816  0.43
H: -4.22218 6.76788 -0.22939  0.45
H: -1.98188 5.90260 0.35605  0.46
H: -5.61169 2.76046 -1.02492  0.47

Cartesian forces (eV/Å) of the 6 atoms listed first:
Y 1.508 -3.587 0.737
C 0.061 -0.187 -0.219
N 0.045 0.136 0.184
C -0.010 0.153 0.303
C -0.277 -0.268 -0.069
N -0.083 -0.195 -0.085

***

Entry 2:
Formula: C33H37BCrN11
Source: OMol25
Level of theory: the ωB97M-V functional and the def2-TZVPD basis

The spin multiplicity is 2. As for the total charge: +2. For the orbital gap (alpha / beta), the calculation gives 7.17 / 7.67 eV. The highest occupied orbital energy (alpha / beta) is -14.13 / -14.13 eV. As for the expectation value of S²: 0.757.

Last column: Mulliken charge in e.
Atoms and positions in Å:
Cr: -0.73080 -0.14234 -0.14739  0.15
C: -1.78073 0.92106 3.25770  -1.74
C: -0.82273 1.68717 2.40309  0.56
C: -0.11244 2.80782 2.80726  -1.64
C: 0.60869 3.22733 1.69973  0.93
C: 1.52889 4.39330 1.56373  -1.47
N: 0.34038 2.38532 0.69579  0.33
N: -0.53614 1.41951 1.11177  1.77
B: 0.74108 2.48121 -0.79177  -1.13
N: -0.55976 2.40723 -1.61244  -0.39
N: -1.28631 1.25710 -1.56134  1.22
C: -2.30475 1.39908 -2.43475  0.39
C: -3.32530 0.34954 -2.75224  -1.53
C: -2.22576 2.65483 -3.02412  -1.52
C: -1.10525 3.26593 -2.48200  0.94
C: -0.53562 4.61703 -2.75887  -1.49
N: 1.58440 1.24926 -1.18376  0.24
N: 1.09679 -0.00179 -0.94135  2.01
C: 2.05072 -0.88056 -1.30502  -0.23
C: 1.93583 -2.35400 -1.10143  -1.47
C: 3.14017 -0.18131 -1.80468  -1.44
C: 2.81022 1.16517 -1.71565  1.03
C: 3.61528 2.35986 -2.10043  -1.52
H: -1.44496 0.94857 4.29312  0.42
H: -2.76938 1.38684 3.23606  0.32
H: -1.87128 -0.12235 2.97167  0.35
H: -0.12753 3.26621 3.78234  0.60
H: 1.63512 4.88800 2.52598  0.45
H: 2.51775 4.08287 1.22481  0.26
H: 1.14605 5.11917 0.84625  0.26
H: 1.33714 3.48927 -1.00799  -0.06
H: -3.16889 -0.58173 -2.21474  0.19
H: -4.33098 0.71819 -2.54442  0.39
H: -3.29037 0.11288 -3.81630  0.35
H: -2.89223 3.06431 -3.76528  0.58
H: -1.16329 5.13665 -3.47837  0.43
H: -0.48444 5.21781 -1.85094  0.31
H: 0.47136 4.54684 -3.17024  0.27
H: 1.32533 -2.58552 -0.22878  0.08
H: 1.50457 -2.85277 -1.97175  0.19
H: 2.92741 -2.77535 -0.94627  0.50
H: 4.06597 -0.59690 -2.16752  0.59
H: 4.58246 2.04022 -2.48027  0.43
H: 3.11701 2.93880 -2.87821  0.28
H: 3.78049 3.02214 -1.25034  0.26
C: 3.55695 -0.03670 2.87323  -1.19
C: 2.65482 0.16301 1.81614  -0.22
N: 1.51590 -0.48427 1.70951  0.73
C: 1.20020 -1.38209 2.65185  -0.55
C: 2.03377 -1.67086 3.74005  1.26
C: 3.24351 -0.95924 3.83438  -0.88
C: 1.64780 -2.65952 4.70606  -1.03
C: 0.47991 -3.31292 4.57467  -1.03
C: -0.40503 -3.02989 3.47712  1.38
C: -1.63291 -3.69257 3.36558  -0.91
C: -2.46304 -3.38870 2.31841  -1.68
C: -2.04445 -2.42606 1.40759  -1.18
N: -0.88902 -1.76449 1.46309  1.17
C: -0.06001 -2.07121 2.50592  -0.52
H: 4.47970 0.52538 2.91091  0.52
H: 2.88401 0.87366 1.02945  0.22
H: 3.91373 -1.15613 4.66214  0.47
H: 2.31351 -2.87026 5.53342  0.46
H: 0.17514 -4.06199 5.29411  0.45
H: -1.91202 -4.43167 4.10642  0.48
H: -3.42218 -3.86958 2.18859  0.54
H: -2.69322 -2.19311 0.57986  0.89
N: -2.87087 0.15210 0.33722  -0.19
H: -3.58015 -0.34791 -0.19036  0.29
H: -3.01350 1.14099 0.14592  0.31
H: -3.08402 0.01471 1.32116  0.29
N: -1.42598 -4.88619 -5.99642  -0.38
C: -1.30899 -4.19970 -5.08413  -0.42
C: -1.17280 -3.33516 -3.94159  0.41
C: -0.74074 -2.02396 -4.09058  -1.17
C: -0.63835 -1.22838 -2.96949  -0.27
N: -0.94282 -1.64895 -1.72827  1.91
C: -1.32071 -2.93113 -1.59870  -0.68
C: -1.45582 -3.79847 -2.66352  -0.88
H: -0.48167 -1.62896 -5.06275  0.63
H: -0.29240 -0.21026 -3.06019  0.24
H: -1.48063 -3.30002 -0.60117  0.48
H: -1.76180 -4.82145 -2.49624  0.59

Cartesian forces (eV/Å) of the 6 atoms listed first:
Cr 0.197 0.005 0.674
C 0.017 0.042 -0.016
C 0.065 -0.036 -0.033
C -0.016 -0.001 0.061
C 0.078 0.069 -0.026
C -0.015 -0.019 0.022

***

Entry 3:
Formula: C33H37ClGdO2Si2
Source: OMol25
Level of theory: the ωB97M-V functional and the def2-TZVPD basis

The spin multiplicity is 8. As for the total charge: +1. For the orbital gap (alpha / beta), the calculation gives 6.37 / 6.81 eV. The relative energy (zero: lowest compared OMol25 entry of this formula, charge and spin) comes out at 0.00 kJ/mol. The highest occupied orbital energy (alpha / beta) is -8.47 / -11.06 eV. As for the expectation value of S²: 15.789.

Last column: Mulliken charge in e.
Atoms and positions in Å:
C: 2.64689 3.82055 3.93574  -0.46
C: 3.10578 3.37649 2.64942  -0.62
C: 2.08270 3.68335 1.68810  -0.35
H: 4.09207 2.96486 2.43586  0.44
C: 0.98553 4.29882 2.38551  -0.57
C: 1.33230 4.37999 3.77665  -0.67
H: 0.75323 4.87297 4.55883  0.45
H: 3.25208 3.86833 4.83992  0.69
H: 2.14211 3.52408 0.61192  0.58
H: 0.07150 4.67443 1.92465  0.53
Gd: 1.14027 1.93244 3.22082  0.02
Si: 0.00961 0.45766 0.95899  -0.38
C: 1.47741 -0.37796 0.19709  1.12
C: 1.17499 -1.66206 -0.28351  -1.01
H: 0.17337 -2.06537 -0.12856  0.36
C: 2.15583 -2.40969 -0.93556  -0.65
H: 1.90100 -3.39350 -1.31881  0.53
C: 3.44037 -1.89516 -1.11890  -0.59
H: 4.18663 -2.48235 -1.66890  0.40
C: 3.75173 -0.63473 -0.61176  -0.51
H: 4.75992 -0.24023 -0.75199  0.41
C: 2.79220 0.12960 0.06816  -0.01
H: 3.06378 1.09472 0.50062  0.28
C: -0.66504 1.81570 -0.08442  1.24
C: -0.06076 2.10225 -1.32054  -0.33
H: 0.84121 1.56436 -1.61766  0.46
C: -0.61519 3.07941 -2.14827  -0.68
H: -0.16736 3.26793 -3.12411  0.41
C: -1.73592 3.80655 -1.74605  -0.55
H: -2.18296 4.54980 -2.41345  0.42
C: -2.28456 3.57491 -0.48127  -0.63
H: -3.15048 4.15349 -0.15736  0.44
C: -1.73894 2.61157 0.36744  -0.75
H: -2.13129 2.45977 1.37701  0.38
H: -1.06556 -0.47445 1.50996  -0.12
Si: -2.94439 -3.31971 -2.69853  0.38
C: -3.54773 -1.76504 -3.51483  0.51
C: -3.22778 -1.49303 -4.85656  -0.17
H: -2.59458 -2.18435 -5.42205  0.37
C: -3.71376 -0.33349 -5.47218  -0.64
H: -3.45161 -0.12603 -6.51186  0.38
C: -4.53038 0.55587 -4.76534  -0.47
H: -4.91539 1.45655 -5.25114  0.40
C: -4.85902 0.27869 -3.43339  -0.54
H: -5.50192 0.96368 -2.87548  0.39
C: -4.37815 -0.87696 -2.81158  -0.48
H: -4.64883 -1.08937 -1.77314  0.29
C: -1.33955 -3.83990 -3.47360  0.29
C: -0.27286 -2.93652 -3.55550  -0.12
H: -0.37906 -1.91624 -3.17192  0.59
C: 0.94066 -3.34192 -4.11986  -0.82
H: 1.76917 -2.63401 -4.16815  0.43
C: 1.09583 -4.64417 -4.61032  -0.44
H: 2.04825 -4.95269 -5.04717  0.39
C: 0.02666 -5.54344 -4.52921  -0.51
H: 0.14440 -6.56066 -4.91052  0.37
C: -1.18857 -5.14868 -3.96281  -0.47
H: -2.03106 -5.84387 -3.89723  0.34
H: -3.96384 -4.38577 -2.86579  -0.20
Cl: -2.64937 -2.97158 -0.69145  -0.27
C: 2.83175 1.08003 5.81382  -0.72
O: 2.64589 0.64277 4.41877  -0.26
C: 2.22233 -0.78016 4.21137  -0.37
C: 0.80939 -0.98148 4.79519  -0.38
O: -0.00949 0.18183 4.36797  0.12
C: -1.04122 0.80923 5.15444  -0.75
H: 2.90416 0.19234 6.45343  0.42
H: 1.98083 1.72478 6.12071  0.28
H: 3.76328 1.65496 5.83142  0.23
H: 2.26670 -0.96034 3.12412  0.02
H: 2.94737 -1.43031 4.70440  0.46
H: 0.34766 -1.89215 4.39564  0.42
H: 0.84698 -1.01154 5.89132  0.38
H: -1.76778 0.09485 5.56632  0.33
H: -0.59557 1.40225 5.97227  0.34
H: -1.57384 1.49704 4.47285  0.20

Cartesian forces (eV/Å) of the 6 atoms listed first:
C -0.019 0.829 -0.998
C -0.401 1.223 -0.023
C 0.202 0.971 0.752
H -0.376 0.047 0.055
C 1.223 0.394 0.048
C 0.718 0.359 -0.698

***

| no. | electronic energy (eV) |
| --- | --- |
| 1 | -117131.9486 |
| 2 | -80302.0981 |
| 3 | -88019.1732 |